Arrangement 1

11 unconnected molecules or ions with the total composition C38H102F6N9O16S2, computed with ωB97M-V with the def2-TZVPD basis set.

```
173
Properties=species:S:1:pos:R:3:lowdin_charge:R:1
C 1.2271 3.1492 -2.4525 -0.680
F -0.0146 3.4654 -2.8167 0.139
F 1.7905 2.4669 -3.4594 0.135
F 1.8623 4.2266 -2.1147 0.198
S 1.2050 2.1008 -0.8944 0.648
O 2.5815 2.1651 -0.5121 -0.273
O 0.3052 2.7729 -0.0105 -0.270
N 0.6516 0.5894 -1.5618 -0.293
S 0.4483 -0.2721 -0.2584 0.534
O 1.7159 -0.4533 0.4197 -0.334
O -0.6617 -0.0178 0.6381 -0.302
C 0.0092 -2.0056 -0.9736 -0.649
F -1.2949 -2.0495 -1.1849 0.146
F 0.7195 -2.2700 -2.0808 0.114
F 0.3571 -2.9165 -0.0680 0.120
C 1.0452 -1.6943 3.1149 -0.035
C 0.5265 -0.5834 4.0506 -0.265
C -0.9471 -0.7308 4.3879 -0.204
O -1.2928 0.1227 5.4332 -0.202
C -2.6919 0.4286 5.5453 -0.035
N 1.2380 -0.7259 5.3995 0.229
H 2.1352 -0.2388 5.4482 0.176
H 0.5975 -0.3616 6.1202 0.164
H 1.4752 -1.6890 5.6497 0.170
H 0.5346 -1.6522 2.1586 0.047
H 0.9034 -2.6875 3.5462 0.078
H 2.1046 -1.4717 2.9868 0.086
H 0.8224 0.3969 3.6858 0.153
H -1.1760 -1.7736 4.6449 0.146
H -1.4852 -0.4652 3.4687 0.136
H -3.2695 -0.4918 5.4736 0.101
H -2.8417 1.1830 4.7659 0.082
H -2.9252 1.0114 6.4345 0.107
C 3.7768 -8.9620 2.9959 -0.032
C 2.3340 -8.7581 3.4455 -0.305
C 1.8948 -7.3039 3.5196 -0.181
O 1.9612 -6.7235 2.2324 -0.215
C 1.6702 -5.3229 2.2115 -0.089
N 1.3966 -9.5973 2.6186 0.242
H 1.3577 -9.1058 1.7137 0.167
H 1.8205 -10.4933 2.3556 0.183
H 0.4289 -9.7343 2.9201 0.190
H 3.9099 -8.5961 1.9713 0.073
H 4.0164 -10.0261 2.9571 0.102
H 4.4747 -8.4357 3.6402 0.106
H 2.4217 -9.2728 4.4056 0.166
H 2.6691 -6.7065 4.0280 0.141
H 0.9506 -7.2018 4.0669 0.144
H 0.6339 -5.1204 2.4761 0.098
H 1.8560 -4.8839 1.2333 0.065
H 2.4214 -4.8303 2.8385 0.088
C 7.2656 0.9919 0.7438 -0.026
C 6.8758 -0.3819 1.2387 -0.296
C 5.5172 -0.8077 0.6703 -0.209
O 5.6254 -0.6684 -0.7193 -0.189
C 4.3355 -0.7679 -1.3594 -0.049
N 7.9843 -1.3331 0.7868 0.235
H 7.8385 -1.2842 -0.2296 0.163
H 8.9056 -1.0087 1.0826 0.181
H 7.8230 -2.2847 1.1174 0.158
H 6.5787 1.7962 1.0003 0.111
H 7.3579 0.9780 -0.3443 0.099
H 8.2349 1.3355 1.1155 0.103
H 6.9446 -0.3869 2.3275 0.156
H 4.7231 -0.2916 1.2146 0.142
H 5.3380 -1.8694 0.9048 0.114
H 3.8069 -1.5638 -0.8256 0.053
H 4.2928 -0.9773 -2.4249 0.101
H 3.8289 0.1653 -1.1088 0.073
C -10.2581 -0.0776 0.0766 -0.013
C -8.8784 0.3601 -0.4152 -0.283
C -7.7371 -0.6599 -0.2169 -0.186
O -6.5030 -0.1625 -0.6746 -0.199
C -5.4318 -1.0488 -0.8258 -0.103
N -8.9115 0.5983 -1.9373 0.240
H -8.1932 1.2777 -2.1865 0.165
H -8.7379 -0.3081 -2.3715 0.172
H -9.7892 1.0045 -2.2746 0.185
H -10.6785 -0.9503 -0.4208 0.105
H -10.9637 0.7522 0.0521 0.103
H -10.1577 -0.3212 1.1359 0.105
H -8.6069 1.3022 0.0581 0.146
H -8.0595 -1.5862 -0.7123 0.147
H -7.6340 -0.9337 0.8373 0.143
H -5.2649 -1.3138 -1.8714 0.096
H -5.4809 -1.9744 -0.2353 0.103
H -4.4305 -0.7937 -0.4541 0.082
C 3.4254 -4.3817 -1.5479 -0.036
C 4.4488 -5.2814 -2.2263 -0.284
C 5.7660 -4.5789 -2.5445 -0.210
O 6.6530 -5.5691 -3.0378 -0.183
C 7.8505 -4.9464 -3.5035 -0.066
N 4.7820 -6.4078 -1.2765 0.216
H 5.3193 -7.2235 -1.5934 0.181
H 5.4297 -6.0317 -0.5675 0.153
H 3.9250 -6.6976 -0.7977 0.155
H 2.4261 -4.8258 -1.4897 0.089
H 3.3199 -3.3456 -1.8434 0.065
H 3.6700 -4.4070 -0.4766 0.072
H 4.0583 -5.7481 -3.1278 0.167
H 6.2641 -4.0708 -1.7073 0.124
H 5.6178 -3.7695 -3.2656 0.142
H 8.4259 -4.5532 -2.6623 0.092
H 7.7161 -4.2182 -4.3051 0.105
H 8.4535 -5.7312 -3.9602 0.108
C -3.8055 2.1867 -0.1827 -0.030
C -4.9473 2.5136 0.7526 -0.298
C -4.5019 2.6853 2.2159 -0.147
O -3.8200 1.5165 2.6624 -0.195
C -4.6472 0.3742 2.8486 -0.090
N -5.6616 3.7518 0.2183 0.241
H -5.1611 4.6650 0.1755 0.136
H -6.1507 3.5506 -0.6517 0.161
H -6.4446 3.8758 0.8702 0.166
H -3.0700 2.9904 -0.2542 0.076
H -4.0930 1.9204 -1.2008 0.089
H -3.2205 1.3711 0.2486 0.077
H -5.6935 1.7253 0.6798 0.106
H -5.4104 2.9350 2.7842 0.138
H -3.8415 3.4922 2.5296 0.144
H -5.4491 0.3746 2.0969 0.066
H -5.2461 0.4898 3.7569 0.104
H -4.1805 -0.6024 2.7679 0.095
C 0.6195 5.8380 0.5026 -0.018
C -0.2406 5.3067 1.6438 -0.312
C 0.4585 4.6582 2.7923 -0.187
O -0.4714 4.5133 3.8662 -0.192
C 0.0380 3.7594 4.9530 -0.087
N -1.0380 6.5136 2.1016 0.249
H -0.3983 7.2222 2.4625 0.182
H -1.4606 6.9749 1.2742 0.135
H -1.8371 6.2332 2.6662 0.162
H 1.3913 5.1457 0.1661 0.072
H 1.2142 6.6863 0.8574 0.111
H 0.0791 6.1412 -0.3946 0.085
H -0.9335 4.5986 1.1903 0.133
H 1.2902 5.2292 3.2339 0.144
H 1.0263 3.7586 2.5319 0.126
H 0.4219 2.7874 4.6444 0.068
H -0.7436 3.6577 5.7066 0.094
H 0.7384 4.4224 5.4741 0.104
C -1.9490 0.2144 -3.9243 -0.027
C -0.9460 0.3508 -5.0462 -0.286
C -0.9842 1.6861 -5.7627 -0.197
O 0.0221 1.6303 -6.7662 -0.194
C -0.3350 2.4148 -7.8933 -0.064
N 0.5055 0.1766 -4.6369 0.228
H 0.8634 -0.7203 -4.9593 0.169
H 1.1023 0.8892 -5.0775 0.149
H 0.6584 0.2703 -3.6172 0.093
H -2.0033 -0.8160 -3.5690 0.076
H -2.9512 0.4746 -4.2567 0.096
H -1.6408 0.8084 -3.0628 0.071
H -1.0490 -0.3921 -5.8375 0.161
H -0.7510 2.5818 -5.1690 0.137
H -1.9897 1.9670 -6.0897 0.143
H 0.4051 2.4386 -8.6904 0.104
H -0.5144 3.4535 -7.5981 0.107
H -1.2399 2.0083 -8.3582 0.099
C 0.8101 6.9601 -3.6392 -0.047
C 1.6906 8.1111 -4.0283 -0.782
O 2.4949 7.9857 -4.9886 -0.047
O 1.6666 9.1565 -3.3395 -0.029
H 0.4410 7.1938 -2.6332 0.054
H 1.2193 5.9606 -3.4964 0.027
H -0.0249 6.9065 -4.3408 0.072
C -3.0582 5.4500 -1.9251 -0.043
C -2.9617 6.5429 -0.8773 -0.750
O -3.7611 6.3822 0.1261 -0.151
O -2.1740 7.4818 -0.8789 0.012
H -2.6631 4.4438 -1.7917 0.037
H -2.4573 5.7264 -2.8104 0.075
H -3.9968 5.5277 -2.4874 0.076
```

Calculated values
Charge: +5
Frontier orbital gap (eV): 1.0
Molecular weight (g mol⁻¹): 1119.4
Multiplicity: 1

***

Arrangement 2

A molecular structure, C38H102F6N9O16S2, computed with ωB97M-V with the def2-TZVPD basis set.

```
173
Properties=species:S:1:pos:R:3:lowdin_charge:R:1
C -1.6601 -0.5318 -0.2089 -0.610
F -1.0420 0.4945 -0.8834 0.063
F -2.5555 0.0119 0.6340 0.112
F -2.2796 -1.3443 -1.0673 0.123
S -0.2782 -1.4326 0.8265 0.684
O -0.9764 -2.3174 1.7332 -0.325
O 0.5583 -2.1696 -0.1645 -0.356
N 0.5423 -0.1224 1.6060 -0.321
S 0.2367 -0.1919 3.1139 0.539
O -1.1683 -0.1058 3.4513 -0.336
O 0.9735 -1.2572 3.8051 -0.314
C 1.0388 1.4642 3.7939 -0.646
F 0.3879 2.5247 3.4057 0.146
F 1.1048 1.4407 5.1250 0.142
F 2.3326 1.6624 3.4282 0.092
C 7.5650 3.1814 7.9047 -0.052
C 9.0275 3.0341 8.0583 -0.283
C 9.6192 4.3899 7.8409 -0.239
O 11.0003 4.3702 8.0527 -0.184
C 11.6661 5.5759 7.6140 -0.059
N 9.3623 2.5942 9.5059 0.256
H 8.8310 1.8114 9.8594 0.167
H 10.3135 2.2546 9.5094 0.167
H 9.2050 3.3116 10.1993 0.173
H 7.2347 3.3580 6.8811 0.109
H 7.0687 3.9387 8.5116 0.103
H 7.0258 2.2733 8.1744 0.094
H 9.5266 2.3359 7.3863 0.175
H 9.2359 5.1953 8.4674 0.145
H 9.4477 4.6716 6.8020 0.144
H 11.3346 6.4878 8.1106 0.091
H 11.4353 5.8457 6.5834 0.089
H 12.7350 5.4148 7.7539 0.102
C 0.3007 -7.6567 -0.7584 -0.053
C 1.7257 -7.7870 -0.1254 -0.194
C 1.4316 -7.8521 1.3982 -0.191
O 2.6076 -7.6029 2.2005 -0.170
C 2.3388 -7.2251 3.5302 -0.103
N 2.2076 -9.2676 -0.4031 0.236
H 3.0887 -9.4799 0.0428 0.169
H 1.5230 -9.9459 -0.1012 0.162
H 2.3686 -9.4325 -1.3865 0.159
H 0.3911 -8.0349 -1.7767 0.076
H -0.2228 -6.7032 -0.6892 0.098
H -0.5158 -8.3122 -0.4555 0.090
H 2.4061 -7.0040 -0.4599 0.166
H 0.8717 -8.7444 1.6783 0.136
H 0.7693 -7.0023 1.5640 0.129
H 3.2786 -7.2216 4.0823 0.099
H 1.8509 -7.9760 4.1517 0.092
H 1.9099 -6.2316 3.6611 0.100
C -4.4868 -2.3204 8.0203 0.008
C -5.5196 -3.0637 7.0532 -0.240
C -4.9960 -3.5839 5.6592 -0.190
O -5.9735 -4.2946 4.9164 -0.172
C -5.3753 -5.4034 4.2597 -0.094
N -5.9806 -4.2759 7.8671 0.220
H -6.5884 -4.8909 7.3450 0.160
H -5.1562 -4.7794 8.1618 0.166
H -6.5586 -4.0648 8.6681 0.171
H -3.6105 -2.9669 8.0666 0.086
H -4.9253 -2.2614 9.0164 0.091
H -4.2256 -1.3772 7.5403 0.100
H -6.4279 -2.4945 6.8553 0.149
H -4.0616 -4.1144 5.8427 0.124
H -4.5777 -2.7797 5.0539 0.141
H -4.6828 -5.0997 3.4747 0.093
H -6.1133 -5.9974 3.7207 0.095
H -4.8962 -6.0581 4.9876 0.091
C -4.5772 4.4375 2.7883 -0.011
C -5.8340 3.7102 2.2105 -0.277
C -6.3698 2.5777 3.1311 -0.086
O -7.5227 2.0587 2.3673 -0.239
C -7.9684 0.7346 2.3951 -0.095
N -6.9239 4.7630 1.9645 0.223
H -6.6476 5.5397 1.3810 0.165
H -7.7439 4.2728 1.6369 0.153
H -7.1899 5.2670 2.7983 0.172
H -4.8572 4.7817 3.7839 0.103
H -4.1885 5.3017 2.2496 0.084
H -3.7986 3.6757 2.8294 0.096
H -5.7163 3.3437 1.1908 0.143
H -6.7825 2.9391 4.0731 0.148
H -5.5509 1.8647 3.2273 0.140
H -8.6310 0.7346 3.2606 0.092
H -7.1038 0.0858 2.5356 0.092
H -8.6942 0.4268 1.6424 0.093
C 5.6871 3.0087 -1.1561 -0.011
C 4.8186 2.1960 -2.1716 -0.225
C 5.3643 1.7621 -3.5955 -0.224
O 4.4996 1.0121 -4.3675 -0.199
C 5.1953 0.2260 -5.4136 -0.036
N 4.4653 0.8765 -1.4560 0.227
H 5.3213 0.5989 -0.9974 0.160
H 3.8106 0.8380 -0.6880 0.170
H 4.1480 0.0833 -1.9948 0.159
H 5.2546 3.1844 -0.1712 0.095
H 5.8993 3.9778 -1.6078 0.088
H 6.7063 2.6317 -1.0713 0.101
H 3.8407 2.6061 -2.4239 0.137
H 6.2918 1.2134 -3.4320 0.130
H 5.7229 2.5591 -4.2469 0.139
H 4.4759 -0.3612 -5.9844 0.084
H 5.9085 -0.4811 -4.9902 0.097
H 5.6662 0.8740 -6.1529 0.093
C -5.8999 -0.8678 -5.7786 -0.001
C -4.8231 0.2489 -5.6445 -0.260
C -3.5164 0.0909 -6.3642 -0.219
O -2.6031 1.1176 -6.0448 -0.190
C -1.2664 0.7460 -6.2858 -0.087
N -5.4324 1.6353 -6.0891 0.234
H -4.8601 2.4622 -6.1835 0.153
H -5.8683 1.3879 -6.9660 0.160
H -6.1272 1.9836 -5.4442 0.159
H -6.8047 -0.5799 -5.2433 0.097
H -5.5696 -1.7825 -5.2864 0.099
H -5.9563 -1.1591 -6.8274 0.095
H -4.5636 0.5025 -4.6167 0.151
H -3.6155 -0.0477 -7.4408 0.142
H -3.0609 -0.8396 -6.0253 0.140
H -0.8194 -0.0034 -5.6326 0.098
H -0.6187 1.5829 -6.0247 0.094
H -1.2238 0.4742 -7.3405 0.100
C -0.7930 5.7586 -3.6235 -0.020
C -0.2602 7.0034 -4.4312 -0.250
C 0.4411 6.7732 -5.7919 -0.162
O 1.8458 6.5974 -5.5849 -0.189
C 2.7253 7.6958 -5.7649 -0.068
N -1.5182 7.8200 -4.7063 0.208
H -2.1643 8.0761 -3.9734 0.172
H -1.2560 8.6151 -5.2712 0.167
H -2.1542 7.2836 -5.2790 0.159
H -1.4210 5.1188 -4.2436 0.075
H -1.2431 6.0580 -2.6770 0.089
H 0.0201 5.0570 -3.4372 0.093
H 0.3338 7.6790 -3.8158 0.157
H 0.2743 7.5524 -6.5356 0.135
H 0.0976 5.8137 -6.1784 0.131
H 3.6850 7.4425 -5.3144 0.102
H 2.3077 8.5435 -5.2217 0.088
H 2.8929 7.9620 -6.8085 0.100
C -4.0953 -5.3542 -10.8738 -0.012
C -2.7146 -4.7220 -10.8832 -0.297
C -1.7445 -5.0760 -9.7108 -0.191
O -2.3114 -4.4621 -8.5878 -0.185
C -1.6552 -4.7950 -7.3357 -0.064
N -1.9526 -4.9745 -12.1694 0.237
H -2.4214 -4.5757 -12.9702 0.174
H -1.0890 -4.4510 -12.1862 0.172
H -1.8556 -5.9634 -12.3502 0.176
H -3.9227 -6.3720 -11.2236 0.096
H -4.6940 -4.8779 -11.6502 0.097
H -4.6036 -5.2766 -9.9127 0.106
H -2.9544 -3.6647 -10.9955 0.150
H -0.7426 -4.6532 -9.7862 0.132
H -1.5842 -6.1501 -9.6173 0.140
H -0.8275 -4.1246 -7.1041 0.087
H -1.2298 -5.7963 -7.2688 0.092
H -2.3698 -4.7669 -6.5131 0.089
C -1.9393 4.5366 8.1417 -0.067
C -3.2107 4.6934 8.9494 -0.874
O -4.3072 4.5089 8.4611 -0.085
O -3.0666 5.2429 10.0489 -0.063
H -1.6974 5.4245 7.5575 0.056
H -2.1949 3.7712 7.4090 0.035
H -1.0019 4.1936 8.5796 0.056
C 6.4512 -2.3541 2.7326 -0.066
C 7.7066 -1.6955 2.3610 -0.938
O 7.8785 -1.2781 1.2165 -0.118
O 8.5206 -1.4497 3.2101 -0.044
H 5.7812 -1.5894 3.1256 0.067
H 6.6576 -3.1880 3.4035 0.069
H 6.0065 -2.7473 1.8185 0.048
```

Calculated values
Charge: +5
Frontier orbital gap (eV): 1.0
Molecular weight (g mol⁻¹): 1119.4
Multiplicity: 1

***

Result of the stability comparison: arrangement 1 is the most stable of them.

***

Arrangement 1

C3H7NO in the gas phase, computed with ωB97M-V with the def2-TZVPD basis set.

```
12
Properties=species:S:1:pos:R:3:lowdin_charge:R:1
N -0.8737 -0.2824 1.2854 -0.011
C -0.9582 0.5346 0.0746 -0.237
C 0.3861 0.4963 -0.8209 -0.126
C 1.2704 -0.5989 -0.2734 -0.322
O 2.2356 -0.4577 0.4288 0.049
H -1.1909 -1.2045 1.0335 0.064
H -0.0138 -0.3618 1.7986 0.060
H -1.1502 1.5914 0.2492 0.092
H -1.8175 0.1882 -0.4991 0.101
H 0.1762 0.2583 -1.8640 0.101
H 0.8907 1.4535 -0.7338 0.103
H 1.0453 -1.6170 -0.6789 0.125
```

Calculated values
Frontier orbital gap (eV): 10.4
Molecular weight (g mol⁻¹): 73.1
Multiplicity: 1
SMILES: NCCC=O

***

Arrangement 2

A molecular structure, C3H7NO, computed with ωB97M-V with the def2-TZVPD basis set.

```
12
Properties=species:S:1:pos:R:3:lowdin_charge:R:1
C -1.1114 -0.1232 0.5019 -0.197
C 0.1392 -0.9127 -0.0410 -0.051
C 1.4548 -0.3012 0.0030 -0.380
O 1.6704 0.9254 0.3016 -0.096
N -1.0527 1.2880 -0.0357 -0.034
H -2.0477 -0.5098 0.0583 0.107
H -0.9725 0.0195 1.6215 0.135
H 0.0983 -1.9708 -0.2164 0.104
H 0.7789 -0.3838 -1.0648 0.187
H 2.3886 -0.9006 -0.0325 0.141
H -0.0539 1.5320 -0.0722 0.026
H -1.2920 1.3371 -1.0237 0.057
```

Calculated values
Frontier orbital gap (eV): 9.9
Molecular weight (g mol⁻¹): 73.1
Multiplicity: 1

***

Result of the stability comparison: arrangement 1 is the most stable of them.